(P)
Below is a cluster of 2 separate species, C6H15N2 in total, with properties calculated with ωB97M-V with the def2-TZVPD basis set.

XYZ file:
```
23
Properties=species:S:1:pos:R:3:mulliken_charge:R:1
N 2.22 -0.55 -1.96 -0.17
N 0.45 -1.13 -0.58 -0.24
C -3.39 -0.87 1.30 -1.14
C -2.42 0.26 1.10 0.22
C -1.25 0.35 1.73 -0.51
C 1.42 -0.32 -0.95 0.40
C -0.25 1.44 1.50 -1.22
C 3.26 0.39 -2.39 -0.75
H 0.78 1.09 1.63 0.32
H -4.23 -0.58 1.94 0.32
H -0.35 1.87 0.50 0.33
H 1.54 0.62 -0.44 0.09
H 4.18 -0.16 -2.56 0.31
H -1.06 -0.40 2.49 0.38
H 3.46 1.09 -1.59 0.31
H -2.89 -1.73 1.74 0.31
H 2.05 -1.37 -2.53 0.24
H 0.45 -2.09 -0.92 0.24
H -2.69 1.05 0.41 0.31
H 2.96 0.91 -3.30 0.31
H -0.37 2.25 2.22 0.40
H -0.03 -0.95 0.30 0.21
H -3.82 -1.17 0.35 0.33
```

## Properties
Gap between HOMO and LUMO (eV): 9.17
Total charge: +1

(Q)
Below is a cluster of 2 separate species, C6H15N2 in total, with properties calculated with ωB97M-V with the def2-TZVPD basis set.

XYZ file:
```
23
Properties=species:S:1:pos:R:3:mulliken_charge:R:1
N 1.01 -0.60 -0.26 0.15
N 3.18 -0.94 -0.85 -0.33
C -2.10 -1.33 -0.32 -1.12
C 1.23 0.76 -0.11 -0.74
C -2.34 0.15 -0.05 -0.36
C -0.01 1.60 0.25 -0.76
C -1.30 1.23 -0.47 -0.74
C 2.08 -1.44 -0.50 -0.16
H 0.30 2.59 0.01 0.40
H 1.53 0.15 2.68 -0.23
H -3.19 0.46 -0.65 0.30
H -0.05 1.59 1.34 0.34
H 1.84 -0.24 3.24 0.23
H -3.01 -1.86 -0.05 0.36
H -1.95 -1.54 -1.38 0.31
H -2.59 0.28 1.01 0.30
H 2.12 0.86 0.54 0.77
H -1.91 2.12 -0.51 0.38
H 1.66 1.00 -1.11 0.53
H 1.88 -2.51 -0.46 0.45
H -1.05 1.02 -1.52 0.32
H -1.24 -1.70 0.21 0.27
H 3.91 -1.64 -1.03 0.31
```

## Properties
Gap between HOMO and LUMO (eV): 5.77
Total charge: +1

(R)
Below is a cluster of 2 separate species, C6H15N2 in total, with properties calculated with ωB97M-V with the def2-TZVPD basis set.

XYZ file:
```
23
Properties=species:S:1:pos:R:3:mulliken_charge:R:1
N 2.08 0.84 -1.83 -0.55
N -4.15 -0.62 0.19 -0.40
C 2.66 -0.03 1.38 -1.32
C 0.32 0.52 0.64 -0.33
C -0.46 0.00 -0.49 -0.37
C 1.63 -0.29 0.44 0.33
C -2.81 -0.79 -0.04 -0.01
C -1.95 0.25 -0.47 -0.88
H 2.74 0.23 -2.25 0.24
H 1.40 -1.35 0.29 0.45
H -2.47 -1.77 0.19 0.33
H 0.57 1.59 0.70 0.31
H -2.37 1.20 -0.48 0.36
H -0.10 0.20 1.63 0.37
H -4.65 0.19 -0.12 0.23
H -0.06 0.44 -1.44 0.26
H 3.13 0.96 1.18 0.37
H 1.66 1.53 -2.37 0.21
H 1.80 0.08 -0.70 0.11
H 3.52 -0.71 1.26 0.36
H 2.48 0.10 2.45 0.37
H -4.62 -1.48 0.47 0.24
H -0.35 -1.08 -0.63 0.33
```

## Properties
Gap between HOMO and LUMO (eV): 3.65
Total charge: +1

(S)
Below is a cluster of 2 separate species, C6H15N2 in total, with properties calculated with ωB97M-V with the def2-TZVPD basis set.

XYZ file:
```
23
Properties=species:S:1:pos:R:3:mulliken_charge:R:1
N -1.69 -0.61 1.18 -0.36
N -0.04 -0.22 -1.26 -0.25
C -0.41 -1.61 -1.43 -0.51
C 0.95 1.95 0.20 -1.41
C 0.96 -0.40 1.22 -1.68
C 0.84 -1.05 -1.99 -0.29
C 0.22 0.72 0.51 1.28
C -1.17 0.74 1.10 -0.86
H -1.00 1.12 2.12 0.48
H 1.71 -1.14 -1.38 0.16
H -0.56 0.33 -1.93 0.33
H -1.72 1.55 0.51 0.34
H -0.33 -2.24 -0.58 0.29
H -1.17 -1.72 -2.11 0.32
H 1.99 1.86 0.52 0.35
H 0.93 2.10 -0.85 0.37
H 1.19 -0.80 -2.98 0.29
H 2.05 -0.47 0.82 0.40
H 0.44 2.76 0.66 0.39
H -2.12 -0.98 0.38 0.14
H -2.31 -0.55 1.95 0.25
H 0.41 -1.27 1.12 0.52
H 0.81 -0.03 2.21 0.45
```

## Properties
Gap between HOMO and LUMO (eV): 10.36
Total charge: +1

So which one wins? Going from most stable to least: (P), (S), (Q), (R).

(P)
Below is the molecule CH5N3O2, with properties calculated with ωB97M-V with the def2-TZVPD basis set.

XYZ file:
```
11
Properties=species:S:1:pos:R:3:mulliken_charge:R:1
O -1.90 -0.14 0.47 -0.46
O 0.47 -1.27 0.82 -0.48
N 0.74 -0.72 -0.48 -0.21
N 0.54 1.71 -1.09 -0.62
N -0.61 0.65 0.51 -0.20
C 0.35 0.66 -0.40 0.38
H 1.83 -0.92 -0.55 0.31
H 1.25 1.35 -1.62 0.24
H -1.12 1.64 0.68 0.31
H 0.02 -2.04 0.47 0.38
H -1.57 -0.93 1.19 0.36
```

## Properties
Gap between HOMO and LUMO (eV): 9.71
SMILES: N=C(NO)NO
Total charge: 0

(Q)
Below is the molecule CH5N3O2, with properties calculated with ωB97M-V with the def2-TZVPD basis set.

XYZ file:
```
11
Properties=species:S:1:pos:R:3:mulliken_charge:R:1
O 1.11 1.45 -1.64 -0.41
O -1.73 0.33 -0.21 -0.42
N -0.34 0.42 -0.14 0.05
N 0.21 0.39 -1.44 -0.23
N 0.32 -0.65 0.44 -0.40
C 0.13 -0.95 1.66 -0.26
H -0.75 -0.62 2.20 0.27
H 0.85 -0.53 -1.19 0.44
H 0.85 -1.60 2.13 0.26
H -1.97 -0.24 -0.96 0.37
H 1.32 2.00 -0.87 0.33
```

## Properties
Gap between HOMO and LUMO (eV): 9.66
SMILES: C=NN(O)NO
Total charge: 0

(R)
Below is the molecule CH5N3O2, with properties calculated with ωB97M-V with the def2-TZVPD basis set.

XYZ file:
```
11
Properties=species:S:1:pos:R:3:mulliken_charge:R:1
O -1.08 1.36 -2.07 -0.52
O -1.30 -0.58 -1.07 -0.69
N 0.32 0.32 0.98 -0.20
N -0.76 0.52 -0.99 1.14
N 0.02 1.00 -0.14 -0.55
C 0.53 -1.12 1.00 -0.64
H 1.03 0.84 1.49 0.25
H 1.50 -1.40 0.58 0.26
H -0.48 2.10 -2.25 0.37
H 0.48 -1.45 2.04 0.29
H -0.26 -1.60 0.43 0.30
```

## Properties
Gap between HOMO and LUMO (eV): 9.49
SMILES: CN/N=[N+](\[O-])O
Total charge: 0

So which one wins? Going from most stable to least: (R), (P), (Q).